Record 1
Density functional theory data (the ωB97M-V functional and the def2-TZVPD basis) for a 2-piece molecular cluster, C2H10N2O overall.

Summary:
LUMO energy (alpha / beta)   4.1 / 4.0 eV
Highest occupied orbital energy (alpha / beta)   0.048 / -0.212 Eh
Energy above the lowest of the compared OMol25 structures with the same formula, charge and spin   0.00 kcal/mol
2S+1   2
Total charge   -1

Last column: natural (NBO) charge in e.
Element x y z (Å)
O: 2.54 0.83 -0.80  -1.045
N: 0.93 -0.89 0.83  -1.125
N: -2.23 0.49 -0.65  -0.859
C: -0.42 -0.26 0.82  -0.582
C: -0.83 0.07 -0.62  -0.252
H: -0.16 0.82 -1.04  0.172
H: -0.33 0.65 1.41  0.170
H: 1.20 -0.96 1.82  0.266
H: 0.79 -1.88 0.58  0.308
H: -2.58 0.57 -1.59  0.345
H: -1.19 -0.92 1.23  0.162
H: 3.45 0.69 -0.52  0.433
H: -2.44 1.33 -0.13  0.346
H: -0.74 -0.86 -1.18  0.176
H: 2.02 0.32 -0.14  0.485

---

Record 2
Density functional theory data (the ωB97M-V functional and the def2-TZVPD basis) for a 3-piece molecular cluster, C5H11NO overall.

Summary:
LUMO energy   0.8 eV
Highest occupied orbital energy   -0.271 Eh
Energy above the lowest of the compared OMol25 structures with the same formula, charge and spin   138.89 kcal/mol
Total charge   0

Last column: natural (NBO) charge in e.
Element x y z (Å)
O: 1.76 -1.95 -0.78  -0.702
N: -0.24 0.03 -0.27  -0.303
C: -0.98 0.45 0.78  0.045
C: -2.18 1.32 0.87  -0.642
C: -0.70 -1.00 0.66  -0.261
C: 0.95 0.36 -0.76  -0.045
C: 1.86 -0.68 -1.37  -0.111
H: 0.89 -2.32 -0.99  0.464
H: 1.69 -0.75 -2.46  0.166
H: 0.05 -1.43 1.33  0.200
H: 0.54 1.02 1.44  0.002
H: -1.94 2.33 0.51  0.223
H: 1.03 1.37 -1.16  0.206
H: -2.50 1.40 1.91  0.229
H: -1.39 -1.72 0.21  0.177
H: 1.29 0.98 1.05  -0.055
H: 2.89 -0.35 -1.24  0.199
H: -3.03 0.94 0.28  0.206

---

Record 3
Density functional theory data (the ωB97M-V functional and the def2-TZVPD basis) for C34H31N3OPtSi as an isolated structure in a non-equilibrium geometry.

Summary:
LUMO energy (alpha / beta)   -0.7 / -0.6 eV
Highest occupied orbital energy (alpha / beta)   -0.255 / -0.253 Eh
Total charge   0

Last column: Mulliken charge in e.
Element x y z (Å)
Pt: 2.55 -0.26 -0.44  1.343
Si: -0.77 -1.40 -0.10  0.366
O: 0.74 -1.58 -0.50  -1.766
N: 1.97 1.73 -0.10  -0.806
N: 2.70 -0.26 1.59  -0.188
N: 2.53 0.37 -2.36  0.029
C: 1.21 2.10 4.01  -0.750
C: 1.70 2.16 -3.75  1.297
C: -1.60 -3.09 -0.61  1.747
C: -0.26 -1.94 2.65  -0.459
C: 0.87 2.90 1.76  -0.678
C: -3.11 1.84 -2.61  -0.740
C: -3.05 0.34 -0.73  -0.278
C: 0.67 3.00 3.14  -1.271
C: 1.93 1.00 3.50  1.212
C: -1.78 -0.13 2.35  -0.459
C: -1.17 -0.82 4.57  -0.648
C: 1.68 2.36 -1.27  1.182
C: 2.47 -0.01 4.33  -0.629
C: 3.09 -1.10 3.78  -0.665
C: -3.72 1.29 -1.48  -0.921
C: -1.77 -0.10 -1.07  0.800
C: -0.98 -1.12 1.78  1.148
C: 3.15 -1.20 2.39  -0.065
C: -1.88 0.02 3.73  -0.834
C: 2.76 -0.36 -3.44  -0.092
C: -1.86 1.39 -2.99  -0.428
C: 1.20 3.65 -1.43  -0.681
C: 2.43 0.09 -4.72  -0.694
C: 1.98 1.61 -2.47  -0.504
C: -1.20 0.44 -2.23  -0.186
C: -1.47 -3.20 -2.13  -1.794
C: -0.35 -1.80 4.03  -0.897
C: 1.92 1.35 -4.88  -0.624
C: 2.11 0.86 2.11  0.525
C: 0.97 4.19 -2.70  -1.060
C: -3.08 -3.14 -0.22  -1.663
C: 1.63 1.88 1.20  0.564
C: 1.20 3.48 -3.84  -0.845
C: -0.85 -4.23 0.06  -1.837
H: 1.01 4.26 -0.56  0.386
H: 0.39 -2.70 2.23  0.626
H: -2.32 0.57 1.72  0.382
H: 1.67 1.73 -5.86  0.437
H: -1.89 -4.14 -2.49  0.503
H: -3.66 -2.39 -0.76  0.310
H: 0.22 -4.17 -0.16  0.246
H: 1.00 3.90 -4.82  0.402
H: 3.21 -1.32 -3.27  0.403
H: -0.23 0.06 -2.54  0.366
H: -0.98 -4.20 1.15  0.315
H: -1.39 1.79 -3.88  0.419
H: -0.41 -3.16 -2.42  0.249
H: -1.99 -2.38 -2.63  0.322
H: 3.49 -1.89 4.40  0.415
H: -2.52 0.79 4.14  0.400
H: 3.58 -2.08 1.91  0.421
H: -1.26 -0.72 5.65  0.419
H: 1.07 2.19 5.08  0.401
H: -4.71 1.61 -1.20  0.417
H: 0.08 3.82 3.52  0.371
H: -3.56 -0.10 0.12  0.475
H: 0.22 -2.45 4.68  0.447
H: -1.23 -5.20 -0.29  0.506
H: -3.50 -4.12 -0.46  0.510
H: 0.59 5.21 -2.77  0.398
H: 2.60 -0.56 -5.57  0.416
H: -3.63 2.59 -3.19  0.395
H: 2.36 0.09 5.41  0.438
H: -3.22 -2.97 0.85  0.280
H: 0.42 3.64 1.12  0.172

---

Record 4
Density functional theory data (the ωB97M-V functional and the def2-TZVPD basis) for one molecule with the formula C6H10O2 in a non-equilibrium geometry.

Summary:
LUMO energy (alpha / beta)   0.7 / -1.8 eV
Highest occupied orbital energy (alpha / beta)   -0.191 / -0.388 Eh
Energy above the lowest of the compared OMol25 structures with the same formula, charge and spin   11.19 kcal/mol
2S+1   3
Total charge   0

Last column: natural (NBO) charge in e.
Element x y z (Å)
O: 2.16 -1.94 0.01  -0.569
O: 0.01 -2.12 -0.41  -0.718
C: -0.32 0.65 0.60  0.036
C: 1.12 -1.42 -0.18  0.809
C: 0.35 0.44 -1.78  -0.607
C: 0.81 0.11 -0.33  -0.360
C: -0.70 -0.14 1.80  -0.651
C: -1.08 1.75 0.30  -0.331
H: 0.36 -0.13 2.32  0.221
H: -0.37 -0.43 -2.06  0.232
H: 1.32 0.52 -2.27  0.218
H: 1.58 0.68 0.02  0.224
H: 0.07 -3.06 -0.52  0.504
H: -1.90 2.16 0.84  0.172
H: -1.36 0.34 2.36  0.207
H: -0.89 -1.28 1.57  0.233
H: -1.00 2.48 -0.44  0.164
H: -0.15 1.40 -1.83  0.217

---

Record 5
Density functional theory data (the ωB97M-V functional and the def2-TZVPD basis) for C33H57NP2PtSi as an isolated structure in a non-equilibrium geometry.

Summary:
LUMO energy (alpha / beta)   -5.3 / -7.7 eV
Highest occupied orbital energy (alpha / beta)   -0.461 / -0.473 Eh
Energy above the lowest of the compared OMol25 structures with the same formula, charge and spin   35.36 kcal/mol
2S+1   5
Total charge   +2

Last column: Mulliken charge in e.
Element x y z (Å)
Pt: 0.34 1.77 -4.56  0.348
P: 1.44 -0.64 -1.51  0.319
P: -0.87 -1.87 -1.09  1.073
Si: 2.48 -0.13 3.87  0.140
N: 0.82 -0.61 3.92  0.094
C: -2.52 2.44 0.14  0.948
C: -2.17 -2.61 4.48  -0.290
C: 0.51 -3.13 -1.08  -1.028
C: -0.27 -3.77 5.47  -0.775
C: -0.57 0.23 -5.44  -0.794
C: -1.89 2.14 2.33  0.937
C: 2.57 1.46 2.87  -0.580
C: 1.86 -0.10 -3.66  -0.448
C: 3.13 0.18 5.60  -1.130
C: -1.51 2.73 1.09  0.443
C: 1.33 -1.24 -4.51  -1.062
C: 2.74 0.92 -5.83  -1.094
C: 1.87 -2.38 -1.18  -0.926
C: -3.97 0.88 3.19  -1.523
C: 2.64 0.49 -0.73  -0.588
C: 0.55 2.92 -2.90  -0.742
C: 2.21 1.15 -4.41  -0.428
C: 0.08 -1.60 4.35  -0.075
C: 0.22 1.02 -6.40  -0.201
C: -3.14 1.51 2.14  0.888
C: -0.29 3.55 0.88  -1.477
C: -1.11 2.19 3.58  -1.136
C: 3.53 -1.45 3.05  -1.171
C: -0.14 -1.15 -4.99  0.015
C: -2.20 -2.77 -1.98  -1.347
C: -1.64 -3.71 5.18  -0.566
C: 1.61 0.63 -6.88  -0.886
C: -2.60 2.92 -1.26  -0.956
C: 0.58 -2.75 5.07  -0.219
C: -3.52 1.67 0.79  0.205
C: -4.79 1.22 0.18  -1.662
C: -1.38 -1.97 0.66  -1.024
C: -1.33 -1.59 4.06  0.564
H: 3.42 1.44 2.16  0.487
H: -2.30 -4.52 5.50  0.403
H: -3.24 -2.56 4.25  0.420
H: -0.17 3.73 -3.04  0.544
H: 1.84 1.25 -7.75  0.354
H: 4.16 -0.19 5.70  0.366
H: -4.57 0.06 2.77  0.369
H: -3.13 2.18 -1.88  0.337
H: -0.80 -1.49 -4.19  -0.498
H: 0.44 -3.72 -0.15  0.554
H: 1.65 -0.41 -7.22  0.348
H: 3.61 0.45 -1.25  0.533
H: -1.62 3.09 -1.70  -0.234
H: -1.78 2.23 4.45  0.461
H: -0.37 1.62 -7.10  0.544
H: -5.13 0.28 0.65  0.414
H: -1.83 -3.73 -2.39  0.397
H: 2.51 -0.34 6.35  0.355
H: 2.45 -2.44 -0.25  0.391
H: -2.55 -2.14 -2.81  0.366
H: -3.35 0.48 4.00  0.397
H: -0.37 4.14 -0.05  0.518
H: 1.65 1.62 2.30  -0.466
H: 2.77 0.25 0.34  -0.333
H: 1.96 -1.33 -5.41  0.429
H: 3.12 1.25 5.84  0.315
H: 2.72 2.33 3.52  0.506
H: -4.67 1.60 3.65  0.357
H: 2.87 1.80 -3.82  0.696
H: 2.94 -2.36 2.87  0.319
H: 3.27 1.83 -6.16  0.400
H: -0.46 3.07 3.61  0.441
H: 3.49 0.12 -5.82  0.341
H: 4.38 -1.72 3.70  0.404
H: 0.14 -4.63 6.00  0.401
H: -2.13 -2.77 0.81  0.462
H: 1.58 3.30 -2.87  0.468
H: 0.36 -3.81 -1.93  0.465
H: -3.05 -2.97 -1.31  0.420
H: -5.59 1.96 0.31  0.336
H: 3.95 -1.10 2.10  0.361
H: -0.15 4.26 1.71  0.505
H: -1.82 -1.01 0.96  -0.007
H: -1.66 0.32 -5.56  0.667
H: 0.34 2.32 -2.00  -0.361
H: -1.71 -0.74 3.49  -0.286
H: 2.83 -0.44 -3.19  0.586
H: 2.50 -2.78 -2.00  0.479
H: -0.27 -1.87 -5.80  0.454
H: -0.51 -2.17 1.30  0.278
H: -4.67 1.05 -0.89  0.378
H: -0.47 1.29 3.70  -0.231
H: 1.65 -2.78 5.30  0.418
H: 0.62 2.94 0.82  0.067
H: 1.46 -2.19 -3.95  0.351
H: -3.18 3.86 -1.32  0.396
H: 2.23 1.51 -0.82  0.312

---

Record 6
Density functional theory data (the ωB97M-V functional and the def2-TZVPD basis) for C21H29InN4O3SSb as an isolated structure.

Summary:
LUMO energy   -3.1 eV
Highest occupied orbital energy   -0.386 Eh
Energy above the lowest of the compared OMol25 structures with the same formula, charge and spin   4.16 kcal/mol
Total charge   +1

Last column: natural (NBO) charge in e.
Element x y z (Å)
Sb: -2.59 2.10 0.13  1.209
In: -0.16 0.50 -0.06  1.508
S: 0.76 2.44 1.37  -0.269
O: 1.57 0.74 -1.15  -0.849
O: -1.98 -0.67 -0.07  -0.860
O: 3.97 2.04 -1.13  -0.553
N: 0.30 -1.64 -0.51  -0.421
N: 3.27 1.74 1.66  -0.554
N: -0.74 -2.55 -0.51  -0.396
N: 1.94 1.12 3.43  -0.563
C: 3.90 -2.09 -0.84  -0.172
C: -3.62 1.43 1.85  -0.971
C: 2.68 -1.39 -0.86  -0.162
C: 5.10 -0.04 -1.08  -0.211
C: 2.07 1.69 2.23  0.382
C: 3.36 2.72 -2.23  -0.241
C: -4.24 -4.87 -0.02  -0.206
C: -4.34 -2.15 -0.56  -0.196
C: 4.47 1.13 2.21  -0.445
C: -5.50 -2.90 -0.57  -0.215
C: -3.12 -2.76 -0.29  -0.057
C: -1.88 -1.95 -0.29  0.556
C: -3.07 -4.13 -0.02  -0.188
C: 1.47 -2.16 -0.71  0.174
C: 2.66 0.01 -1.05  0.316
C: -2.37 4.16 0.62  -0.994
C: 0.72 1.05 4.22  -0.417
C: 3.91 0.67 -1.13  0.204
C: 5.10 -1.43 -0.95  -0.247
C: -5.45 -4.26 -0.30  -0.186
C: -4.16 2.18 -1.29  -0.964
H: -4.36 -1.09 -0.78  0.206
H: 3.87 -3.17 -0.73  0.222
H: -2.12 -4.59 0.19  0.234
H: 1.52 -3.24 -0.81  0.209
H: 3.96 3.60 -2.43  0.197
H: 5.26 1.24 1.48  0.250
H: -3.77 2.32 -2.30  0.248
H: 4.32 0.06 2.39  0.213
H: -3.35 4.61 0.74  0.241
H: -6.36 -4.84 -0.30  0.222
H: 3.32 2.19 0.75  0.462
H: 2.79 0.82 3.88  0.413
H: -4.20 -5.93 0.20  0.223
H: 0.62 0.05 4.64  0.221
H: 6.03 -1.97 -0.93  0.230
H: 2.34 3.01 -1.98  0.191
H: 0.75 1.78 5.03  0.219
H: -1.82 4.24 1.56  0.244
H: -6.45 -2.42 -0.80  0.219
H: 6.02 0.52 -1.15  0.233
H: 4.78 1.62 3.13  0.211
H: -1.82 4.68 -0.15  0.243
H: 3.35 2.08 -3.11  0.190
H: -4.73 1.26 -1.24  0.243
H: -4.80 3.02 -1.03  0.243
H: -4.49 2.07 2.00  0.241
H: -3.93 0.40 1.69  0.255
H: -0.13 1.27 3.59  0.230
H: -2.97 1.48 2.72  0.235